Computed, not measured: 9 unconnected molecules or ions with the total composition C40H62N8O14 at a distorted geometry, with ωB97M-V/def2-TZVPD.

```
124
Properties=species:S:1:pos:R:3:forces:R:3:lowdin_charge:R:1
C 1.78898 -6.14781 -2.09057 -0.313 0.152 -3.339 -0.005
C 1.14423 -5.01936 -1.22986 1.363 1.173 -2.770 -0.467
C 1.89674 -3.65815 -1.31907 3.009 -1.674 -3.191 -0.100
C 1.68384 -2.73780 -2.55335 -1.188 -0.430 -1.272 -0.134
C 0.14915 -2.65712 -2.73054 0.479 3.702 -3.298 -0.151
C -0.65849 -3.89329 -2.80233 -0.370 0.072 -3.525 -0.435
N -0.22986 -4.79529 -1.76074 -2.954 -3.002 -0.506 0.007
O -1.09721 -5.58038 -1.44250 1.526 0.693 0.652 0.210
C -0.52059 -4.70463 -4.28340 2.650 0.760 1.566 0.061
C -2.13735 -3.52649 -2.72078 -1.007 -0.975 1.400 -0.025
C 1.04868 -5.56880 0.12626 3.132 1.388 2.022 -0.023
H 2.43033 -5.86572 -3.05310 -2.043 0.104 1.650 0.134
H 0.96146 -6.89587 -2.39044 1.741 0.780 0.634 0.126
H 2.61248 -6.52517 -1.53060 0.089 -0.855 0.962 0.075
H 3.04247 -3.83017 -1.43639 -1.874 -0.209 1.324 0.171
H 1.57530 -3.33323 -0.40112 0.034 2.448 1.960 0.058
H 2.26607 -2.93975 -3.54247 -0.909 -0.436 1.926 0.147
H 1.96786 -1.71611 -2.31190 0.210 -0.007 0.316 0.099
H -0.23499 -1.88962 -3.68028 1.287 -2.202 2.660 0.215
H -0.09942 -2.07358 -1.86581 -0.844 0.308 0.649 0.102
H 0.57535 -4.97529 -4.48250 -1.620 0.075 0.448 0.097
H -0.75713 -3.98682 -5.04706 -0.301 0.587 -0.033 0.079
H -1.19131 -5.53969 -4.36967 -0.158 -0.433 0.372 0.077
H -2.87445 -4.34023 -2.84908 0.760 -0.401 0.975 0.103
H -2.53829 -2.99467 -3.55672 0.878 1.377 -0.545 0.098
H -2.28219 -2.98500 -1.75913 -0.327 -0.285 -0.798 0.091
H 0.41346 -5.06560 0.84116 -0.452 -0.108 -0.059 0.108
H 2.12706 -5.49934 0.55793 -1.653 0.274 -0.657 0.147
H 0.98113 -6.58915 0.01879 -1.185 -2.389 0.452 0.061
C 1.01318 0.75514 -0.04011 2.501 1.903 3.254 -0.905
O 1.76451 1.66558 0.46305 -0.707 -0.153 -1.360 -0.078
O 0.71992 0.77083 -1.31862 -0.217 1.706 -3.005 0.058
O 0.59032 -0.18490 0.59961 -1.576 -2.771 1.203 -0.031
H 1.05439 1.64946 -1.64111 -0.375 -1.083 0.042 0.101
C -1.79728 -3.11691 4.53807 -4.190 3.823 2.377 -0.048
C -2.92001 -2.68608 5.58526 3.878 6.354 -4.978 0.016
C -3.21521 -1.18706 5.60704 1.268 -3.103 -2.555 0.048
C -2.68852 -0.25817 4.45998 1.683 -5.361 1.043 -0.103
C -1.77410 -0.76593 3.37874 -2.029 -1.834 5.727 0.078
C -1.31250 -2.19096 3.60122 -1.024 1.458 -0.567 -0.089
N -3.02703 1.10924 4.56657 -1.685 3.402 -2.783 -0.374
O -2.70755 1.89437 3.64019 0.866 -1.687 0.796 0.030
O -3.82070 1.51075 5.39034 0.257 -0.971 1.321 0.074
H -1.53943 -4.13065 4.53932 0.701 -1.202 -0.119 0.056
H -3.42784 -3.22451 6.30039 -0.590 -1.657 1.284 0.037
H -3.94282 -0.93438 6.41987 0.888 0.575 -1.208 0.100
H -1.39667 -0.02218 2.70975 0.395 -0.176 -0.668 0.076
H -0.56625 -2.59415 2.90506 -0.262 0.455 0.148 0.083
C 1.75752 0.18646 5.08168 -0.394 0.324 -3.596 -0.127
C 1.84719 0.96867 3.76890 3.775 0.919 3.032 0.037
C 2.92601 2.17741 3.67237 -2.893 -2.521 4.395 0.075
C 3.60938 2.75675 4.86154 -3.747 -6.255 1.704 -0.101
C 3.39620 1.89574 6.13715 -2.849 -0.484 -5.606 0.054
C 2.46676 0.69896 6.11705 3.048 2.288 4.149 -0.150
N 4.35600 3.99073 4.87494 0.454 -1.004 -1.752 -0.389
O 4.91586 4.32798 5.89105 -0.193 0.406 0.115 0.088
O 4.44527 4.51000 3.76376 0.071 0.517 0.977 0.066
H 1.22328 -0.85312 5.31773 0.744 2.663 -1.177 0.129
H 1.38074 0.62573 2.83327 0.194 0.414 0.348 0.049
H 2.83144 2.68863 2.77883 0.327 0.875 -1.808 0.044
H 3.72184 2.21850 7.05737 1.010 0.652 1.797 0.048
H 2.37084 0.19257 7.21060 0.300 1.165 -2.793 0.136
C -3.30072 0.96359 0.26276 -1.237 -3.243 -2.552 -0.049
C -2.94909 -0.43556 -0.30819 -15.877 5.718 0.008 0.063
C -4.27348 -1.15563 -0.86286 0.167 1.288 -0.603 0.035
C -5.66916 -0.59059 -1.01284 2.700 4.561 3.542 -0.121
C -5.89333 0.85014 -0.46167 1.994 -1.823 -1.460 0.071
C -4.58062 1.56852 0.03479 -2.209 -3.664 -0.739 -0.054
N -6.90303 -1.32497 -1.48311 0.768 -0.761 -0.682 -0.341
O -7.98611 -0.72968 -1.40589 1.912 -1.429 -0.195 0.046
O -6.71065 -2.47165 -1.96894 -0.734 2.498 1.133 0.028
H -2.60933 1.62117 0.80202 0.186 -0.589 -0.440 0.086
H -2.07677 -0.72496 -0.28838 8.734 -3.641 0.097 -0.053
H -4.33673 -2.14436 -1.39810 0.999 0.807 0.936 0.066
H -7.05279 1.24880 -0.63175 3.687 -0.620 0.802 0.150
H -4.55086 2.57444 0.35550 -0.887 1.052 0.251 0.058
C -1.67721 1.63625 -3.46738 0.374 -1.792 -1.311 -0.280
O -1.04168 0.84424 -4.23328 -1.326 1.957 2.012 -0.085
N -2.39644 2.69513 -3.96961 0.091 -0.896 0.420 -0.142
C -3.29405 3.50988 -3.16208 5.953 2.591 -4.273 -0.035
C -2.41472 2.88142 -5.45631 -2.695 -0.085 -0.043 -0.035
H -1.73813 1.39051 -2.31843 -0.002 0.981 -1.973 0.145
H -2.98997 4.55934 -3.34576 -0.595 -0.143 -0.595 0.117
H -3.21776 3.57895 -2.20017 1.209 -1.164 6.052 0.005
H -4.21840 3.37527 -3.36502 -6.342 -0.959 -1.825 0.029
H -1.48152 3.10567 -5.73615 4.088 0.440 -0.822 0.008
H -2.88869 3.88442 -5.93390 -0.104 -2.680 1.801 0.146
H -2.59476 1.87777 -5.97470 -0.519 1.602 0.637 0.108
C 5.71258 -2.41556 1.44140 4.052 2.374 -1.742 -0.285
O 6.66572 -1.65824 0.99427 -3.471 -2.849 1.673 -0.085
N 4.43636 -1.98491 1.55213 0.446 -1.117 0.048 -0.170
C 3.38972 -2.89603 1.97544 -2.409 1.517 2.382 -0.086
C 3.93170 -0.67169 1.10484 1.285 -0.166 -1.391 -0.013
H 6.01664 -3.50206 1.73718 -1.177 1.656 -0.275 0.150
H 3.59293 -3.87555 2.40446 1.006 -0.429 -1.275 0.076
H 2.47235 -2.84799 1.30657 1.359 -0.277 0.649 0.077
H 3.00000 -2.52456 2.99232 0.050 0.288 -1.355 0.103
H 3.31975 -0.85307 0.23529 -0.733 0.007 -0.065 0.076
H 4.63923 0.08766 0.75159 0.786 -0.959 0.199 0.105
H 3.42906 -0.12079 1.84164 -1.208 0.075 1.234 0.045
C -2.31229 5.88607 0.58036 5.603 2.019 1.023 -0.365
O -3.13419 5.10992 0.30753 -3.301 -3.035 -1.271 0.061
N -0.93316 5.67337 0.42413 -0.779 2.841 0.784 -0.153
C 0.18523 6.62312 0.96416 -6.518 -4.098 4.315 0.055
C -0.57673 4.38632 0.04970 -2.933 -2.206 -2.188 -0.107
H -2.47330 6.82671 1.05034 -0.549 1.388 0.423 0.115
H 0.68597 6.02322 1.73012 -0.433 0.452 0.841 0.098
H -0.33035 7.47562 1.32443 0.357 1.151 0.018 0.079
H 0.84798 6.55905 0.29668 5.024 1.267 -5.823 -0.005
H -1.07877 4.02440 -0.93953 0.952 0.903 1.292 0.123
H -0.97251 3.68599 0.74986 -0.339 -0.809 0.814 0.080
H 0.41916 4.17664 0.00704 2.915 -0.126 -0.227 0.034
C 2.07864 2.70915 -4.28808 0.906 0.651 -0.863 -0.333
O 1.58806 3.69195 -4.77996 -1.293 0.519 -0.997 -0.006
N 2.66884 2.88136 -3.05064 -0.909 -2.542 0.752 -0.182
C 3.44359 1.81783 -2.47854 3.096 -1.997 4.073 -0.144
C 2.54223 4.15866 -2.27917 3.247 1.085 -0.862 -0.033
H 2.16224 1.74988 -5.01045 0.197 1.344 2.517 0.178
H 4.62944 1.92412 -2.56414 -2.292 0.734 0.463 0.114
H 3.48443 0.71875 -2.69753 -1.527 0.974 -1.484 0.073
H 3.13940 1.62191 -1.32883 1.041 1.227 -2.190 0.098
H 2.94144 4.86763 -3.00982 -0.250 0.417 0.112 0.081
H 3.24423 4.32080 -1.40422 -0.281 -1.462 -1.093 0.114
H 1.69235 4.65183 -1.86668 -1.844 -0.946 -0.401 0.052
```
Positions in Å, forces in eV/Å.

The value obtained for the max |F| is 16.88 eV/A. As for the multiplicity: 1. The calculation puts the energy above the lowest of the compared OMol25 structures with the same formula, charge and spin at 1.692 eV. The molar mass is 878.98 g/mol. The value obtained for the lowest unoccupied orbital energy is -4.10 eV. The value obtained for the frontier orbital gap is 4.0 eV.